Entry 1:
The following is a DFT calculation (ωB97M-V/def2-TZVPD) of the molecule C4H6N2O.

Values from the calculation:
- frontier orbital gap (eV) = 8.219
- E_LUMO (eV) = 0.5
- E_HOMO (Ha) = -0.2819
- energy above the lowest of the compared OMol25 structures with the same formula, charge and spin (eV) = 4.096
- strongest force on any atom (eV/A) = 0.928
- electronic energy (Ha) = -340.64439
- molar mass (g/mol) = 98.105
- spin multiplicity = 1

Each line ends with the Mulliken charge.
Atoms and positions in Å:
H1 -1.61674 -1.64130 -0.09474  0.357
H2 -2.27381 1.17821 0.57214  0.293
C1 -0.40357 0.49923 0.13175  0.955
H3 2.87529 0.65453 -0.13711  0.416
H4 1.93426 -1.69161 -0.12086  0.233
O1 -0.69942 -1.97412 -0.02136  -0.536
C2 1.80389 0.50535 -0.10222  -0.267
N1 1.35252 -0.86652 -0.06148  0.005
H5 -0.10586 0.89953 1.13022  0.106
C3 0.79480 1.41769 -0.14867  -1.178
N2 -1.80851 0.66856 -0.17209  -0.647
C4 0.05105 -0.88626 0.03351  0.006
H6 -1.90389 1.23670 -1.00909  0.257

***

Entry 2:
The following is a DFT calculation (ωB97M-V/def2-TZVPD) of a cluster of 2 separate species, C3H11NSi in total in a non-equilibrium geometry.

Values from the calculation:
- frontier orbital gap (spin up / spin down) (eV) = 6.687 / 8.621
- E_LUMO (spin up / spin down) (eV) = 1.1 / -0.4
- E_HOMO (spin up / spin down) (Ha) = -0.2057 / -0.3322
- energy above the lowest of the compared OMol25 structures with the same formula, charge and spin (eV) = 0.000
- ⟨S²⟩ = 2.0022
- strongest force on any atom (eV/A) = 1.127
- electronic energy (Ha) = -464.97817
- molar mass (g/mol) = 89.214
- spin multiplicity = 3

Each line ends with the Mulliken charge.
Atoms and positions in Å:
H1 -0.43843 0.11791 -2.59036  0.336
C1 1.59536 0.15270 -0.00924  -0.871
C2 0.41062 -0.15762 2.05235  -0.956
H2 1.47264 0.26315 -1.08090  0.269
H3 -0.90349 1.69471 -1.94814  0.334
C3 -1.14518 0.63359 -1.94675  -0.987
H4 0.66336 -1.21177 2.20857  0.333
Si1 -1.14510 -0.09183 -0.20855  -0.134
H5 2.20100 0.98003 0.36903  0.299
H6 -2.25626 0.12869 0.70291  -0.092
N1 0.30759 0.14529 0.64536  0.261
H7 -1.42293 -2.88704 -1.04667  0.006
H8 -2.12892 0.50557 -2.38720  0.309
H9 -0.53406 0.05138 2.55256  0.275
H10 2.12835 -0.78141 0.18393  0.295
H11 1.19545 0.45663 2.50311  0.322

***

Entry 3:
The following is a DFT calculation (ωB97M-V/def2-TZVPD) of a cluster of 2 separate species, H3NO2S in total in a non-equilibrium geometry.

Values from the calculation:
- frontier orbital gap (spin up / spin down) (eV) = 8.656 / 9.083
- E_LUMO (spin up / spin down) (eV) = -1.4 / -1.7
- E_HOMO (spin up / spin down) (Ha) = -0.3694 / -0.3969
- energy above the lowest of the compared OMol25 structures with the same formula, charge and spin (eV) = 3.592
- strongest force on any atom (eV/A) = 2.844
- electronic energy (Ha) = -605.08087
- molar mass (g/mol) = 81.096
- spin multiplicity = 1

Each line ends with the Mulliken charge.
Atoms and positions in Å:
H1 0.86835 -0.14826 -1.62454  0.207
H2 -1.65943 1.02279 0.82966  0.258
N1 -1.50800 0.18007 0.14507  -0.586
H3 -1.59635 -0.78315 0.55093  0.277
O1 1.52185 1.09464 0.17907  -0.447
O2 1.50690 -1.28227 0.18240  -0.452
S1 0.86668 -0.08383 -0.26260  0.744